Here is C28H77N7O11SSr2 as an isolated structure at a distorted geometry from the Open Molecules 2025 dataset. Energies are from ωB97M-V/def2-TZVPD.

Its charge is +2. The value obtained for the LUMO energy is -5.435 eV. For the orbital gap, the calculation gives 7.55 eV. The energy above the lowest of the compared OMol25 structures with the same formula, charge and spin comes out at 172.2 kJ/mol. The calculation puts the highest occupied orbital energy at -12.984 eV.

The geometry in XYZ format:
```
126
Properties=species:S:1:pos:R:3:forces:R:3:mulliken_charge:R:1
Sr -20.818191 7.480308 24.062801 -0.48 -0.62 0.42 1.633
Sr -17.076639 10.816499 20.580100 -0.22 -1.07 0.28 1.814
S -19.075451 8.722311 21.829902 -0.63 -0.40 1.86 -0.510
O -20.536112 8.856517 22.041925 0.09 0.29 -1.13 -1.172
O -18.558920 8.708124 20.463342 -0.65 -0.23 -0.47 -0.406
O -18.447165 9.909451 22.422868 1.20 2.39 0.31 -0.703
O -18.682899 7.572792 22.672477 0.64 0.07 -1.27 0.499
C -19.197034 11.715021 25.307684 -0.81 0.91 1.96 -1.446
C -20.093010 10.510166 25.620050 1.10 0.50 -2.24 0.246
C -21.407792 10.629023 24.881086 0.22 -0.68 0.58 -0.532
O -22.143835 9.412974 25.213811 -0.14 0.53 -0.64 -0.133
C -23.253929 9.606279 26.069851 -0.89 0.62 0.26 -0.933
N -19.367929 9.365697 25.009087 0.73 -0.23 1.21 0.186
H -18.852393 11.805053 24.282289 -0.08 -0.33 -0.07 0.137
H -18.374115 11.657661 26.023741 0.36 0.14 -0.41 0.426
H -19.728791 12.632564 25.584574 0.15 0.12 -0.18 0.492
H -20.209295 10.323860 26.686090 -0.18 0.19 -0.01 0.586
H -21.217815 10.643834 23.804693 -0.02 -0.25 -0.04 -0.137
H -21.902482 11.577388 25.093657 -0.53 -0.35 0.42 0.578
H -23.805487 8.680247 26.224247 0.41 -0.23 -0.05 0.292
H -23.982670 10.296347 25.634670 0.15 0.06 -0.17 0.318
H -22.973226 10.024814 27.039189 0.23 -0.15 0.01 0.307
H -18.965320 9.675203 24.126012 -0.46 0.27 -0.26 -0.421
H -18.491602 9.335450 25.533594 -0.19 -0.64 0.30 0.276
C -15.228631 9.935124 23.459572 0.23 -0.54 0.98 -1.157
C -14.701331 8.862541 22.513137 -1.11 0.88 -0.28 0.146
C -14.267721 7.599268 23.254172 0.88 1.23 -0.53 -0.344
O -13.029959 7.979475 23.820361 0.13 -0.47 0.69 -0.391
C -12.574645 7.043291 24.793234 -0.77 -1.27 -0.42 -0.792
N -15.792004 8.622581 21.518647 0.86 0.22 0.32 0.218
H -14.500711 10.022018 24.268824 -0.01 0.32 -0.05 0.569
H -16.170995 9.645755 23.932937 -0.10 -0.02 -0.18 0.167
H -15.351977 10.925982 23.011556 0.10 0.00 -0.12 0.242
H -13.846490 9.357052 22.049513 0.20 -0.67 -0.38 0.355
H -14.092680 6.792034 22.535199 -0.27 -0.24 0.11 0.531
H -15.013590 7.329821 24.009614 -0.03 -0.19 0.04 0.143
H -12.829538 6.019371 24.483886 0.11 0.01 -0.38 0.315
H -13.133897 7.111090 25.729749 0.40 0.63 0.25 0.308
H -11.493885 7.028763 24.882790 -0.03 0.65 0.22 0.293
H -16.567897 8.284194 22.084227 -0.14 -0.29 -0.29 -0.580
H -15.514654 7.866522 20.899632 -0.16 -0.05 -0.10 0.019
C -22.473651 3.878138 22.032300 0.22 -0.21 -0.65 -1.497
C -20.991106 4.158864 22.278683 -0.69 -0.22 0.35 0.577
C -20.044725 3.421126 21.328508 -0.10 -0.27 0.32 -0.931
O -18.748280 3.535509 21.880942 0.25 -0.12 0.21 -0.062
C -17.769257 2.679550 21.304604 0.55 0.57 0.17 -0.913
N -20.721648 5.612826 22.297552 0.57 -0.84 -0.51 0.724
H -22.816207 4.337429 21.101757 -0.04 0.35 0.15 0.208
H -23.074823 4.209996 22.877780 -0.08 0.11 -0.11 0.347
H -22.674031 2.817881 21.868412 0.17 -0.09 0.33 0.454
H -20.786635 3.821559 23.299404 0.26 -0.38 -0.15 -0.203
H -20.065644 3.833990 20.313298 -0.17 0.13 -0.05 0.153
H -20.292435 2.355986 21.266594 -0.27 0.05 0.02 0.711
H -17.124664 3.270118 20.647927 -0.22 -0.15 -0.46 0.234
H -18.192330 1.813859 20.797369 -0.11 0.08 -0.10 0.445
H -17.084039 2.327601 22.077326 -0.30 -0.09 0.26 0.225
H -19.720679 5.626334 22.086764 0.09 0.46 0.48 -0.119
H -21.093278 6.023455 21.424723 -0.32 -0.08 -0.04 0.336
C -20.768878 11.996864 20.522620 0.31 -0.03 -0.41 -1.156
C -20.176356 11.675367 19.143400 0.22 -0.19 -0.01 0.933
C -20.982427 12.352044 18.032371 0.08 -0.60 0.82 -1.115
O -20.543439 11.960439 16.768201 0.63 0.03 -0.04 -0.271
C -21.028986 12.819771 15.732210 0.30 -0.66 -0.02 -0.804
N -18.760105 12.149099 19.126983 -0.07 0.75 -0.62 -0.389
H -20.044657 11.853174 21.328682 -0.01 -0.46 -0.05 0.074
H -21.634183 11.360221 20.691092 -0.09 0.23 0.24 0.316
H -21.018417 13.058047 20.601005 -0.35 -0.04 -0.22 0.524
H -20.143353 10.602210 18.939165 -0.10 -0.05 0.21 -0.194
H -20.824868 13.421941 18.225502 -0.53 0.22 -0.36 0.462
H -22.017074 12.022217 18.176925 -0.24 0.54 0.01 0.380
H -20.661274 13.828297 15.923271 -0.47 0.21 -0.10 0.342
H -22.110140 12.700452 15.648296 -0.09 0.53 0.14 0.320
H -20.612122 12.473977 14.788223 0.16 -0.07 0.12 0.250
H -18.481807 12.179013 18.140658 0.00 -0.31 -0.02 0.231
H -18.844228 13.150682 19.321786 0.23 -0.02 0.23 0.257
C -16.316145 6.351256 18.361973 -0.25 -0.09 -1.08 -1.295
C -17.627293 6.544744 17.604872 -0.56 0.26 0.00 0.630
C -18.721773 5.535233 17.976465 0.63 0.14 0.89 0.027
O -19.892191 5.591598 17.208963 -0.47 0.55 -0.16 -0.085
C -19.828074 5.010646 15.929726 0.10 -0.95 -0.55 -0.907
N -18.042558 7.929482 17.836569 -0.81 0.50 0.14 -0.619
H -15.859401 5.424752 18.013428 0.23 -0.04 0.52 0.510
H -16.453542 6.404239 19.442225 -0.16 -0.38 0.08 -0.141
H -15.675362 7.186729 18.077400 0.17 -0.10 -0.02 0.346
H -17.529997 6.393089 16.523874 0.67 0.31 0.06 0.422
H -19.048052 5.809368 18.984493 0.04 -0.34 0.22 -0.733
H -18.277560 4.531756 17.986267 -0.20 -0.15 -0.04 0.556
H -19.563260 3.948557 15.998357 0.35 0.05 0.13 0.368
H -19.138125 5.502574 15.241320 0.09 0.12 0.14 0.312
H -20.803637 4.978001 15.444664 -0.17 0.52 0.37 0.271
H -18.125924 8.142135 18.839643 0.24 -0.75 -0.75 0.424
H -19.011707 8.011619 17.526299 0.17 0.20 -0.30 0.294
C -22.791725 8.796206 18.892435 -1.34 -0.10 0.10 -1.352
C -22.856574 7.407410 19.525805 0.46 -0.04 0.83 0.539
C -23.401802 6.351992 18.561276 0.57 -0.08 0.32 -0.609
O -24.788757 6.526957 18.392668 0.05 -0.50 -0.57 -0.432
C -25.569444 5.914146 19.410199 -0.78 1.18 -0.04 -0.672
N -21.501271 7.064315 20.016608 -0.43 -0.32 -1.24 0.175
H -22.329105 9.523266 19.561403 0.35 -0.15 -0.04 -0.044
H -23.804253 9.182920 18.740377 0.02 -0.09 -0.30 0.571
H -22.297739 8.729282 17.921684 0.19 0.21 0.07 0.289
H -23.494220 7.381099 20.415900 -0.13 0.35 -0.10 0.313
H -23.176556 5.317272 18.843326 -0.03 0.06 0.63 0.349
H -22.813884 6.438778 17.641206 -0.68 0.31 -0.48 0.240
H -26.619791 6.103470 19.182767 0.08 -0.03 -0.43 0.297
H -25.442290 6.486136 20.333286 0.33 -0.56 0.40 0.271
H -25.483309 4.833564 19.518307 0.61 -0.02 0.00 0.279
H -20.972665 6.915840 19.158106 0.44 -0.10 0.16 -0.171
H -21.132315 7.899095 20.459040 0.00 -0.11 -0.17 -0.488
C -17.086922 4.579917 24.472563 0.42 -0.83 0.33 -1.737
C -18.365767 4.831183 25.271044 0.47 1.01 -0.78 1.071
C -18.168492 4.525381 26.732691 0.16 -0.85 0.56 -1.243
O -19.306341 4.833121 27.514851 0.46 -0.21 -0.38 -0.283
C -19.008147 4.770598 28.900195 -0.73 0.16 0.34 -0.852
N -18.749190 6.249827 25.007744 0.59 0.28 1.01 0.181
H -16.816628 3.525985 24.584186 0.09 0.02 -0.38 0.510
H -16.214408 5.143815 24.817419 -0.24 0.16 0.47 0.345
H -17.174716 4.845113 23.419096 -0.42 -0.31 -0.03 0.197
H -19.169352 4.198733 24.888917 0.06 -0.05 -0.01 -0.026
H -17.268587 4.946456 27.202389 0.01 0.67 -0.42 0.482
H -17.949890 3.449700 26.791637 -0.22 -0.14 0.00 0.504
H -18.483939 5.677733 29.210568 0.03 -0.01 0.10 0.334
H -18.444822 3.898938 29.243525 0.18 -0.12 -0.52 0.343
H -19.974318 4.696966 29.398080 0.06 0.27 0.12 0.251
H -18.208203 6.574791 24.210148 -0.26 -0.35 -0.26 -0.447
H -18.288832 6.808356 25.729931 -0.45 -0.10 0.36 0.148
```
Positions in Å, forces in eV/Å.